Entry 1:
A molecular structure, C22H18BrN2O2S2Zr in a non-equilibrium geometry, computed with ωB97M-V/def2-TZVPD.

Geometry as XYZ:
```
48
Properties=species:S:1:pos:R:3:forces:R:3
C 6.936 6.436 6.348 -0.713 -0.624 0.232
C 10.477 14.182 9.551 0.003 -0.769 -1.322
C 9.929 15.796 11.302 0.014 -0.391 -0.351
C 6.621 6.604 7.692 -0.597 -0.985 -0.246
C 11.034 13.035 9.014 -1.721 2.735 0.286
H 15.990 6.926 12.143 -0.053 0.505 -0.652
Zr 10.847 10.082 7.522 0.259 -3.273 -0.968
C 14.520 7.662 10.748 0.343 -1.246 -0.210
C 14.243 8.092 9.441 -0.118 0.170 0.138
N 12.732 9.953 9.868 -0.219 0.205 -0.392
H 15.125 8.348 7.491 -0.090 -0.187 0.567
H 9.130 13.069 13.898 0.389 0.825 -0.596
N 11.911 10.853 9.259 1.022 2.523 2.705
H 17.365 7.775 8.139 -0.076 -0.174 0.457
S 9.760 9.120 5.484 0.336 0.771 0.738
H 13.691 6.950 12.403 -0.186 0.688 -1.475
C 9.772 13.468 11.905 0.222 0.238 -2.055
H 9.733 17.242 12.865 -0.140 -0.065 0.018
C 16.603 7.710 8.918 -0.689 0.755 -0.976
H 12.801 9.960 10.890 -0.139 0.073 -0.470
C 15.827 7.346 11.128 -0.800 -0.358 1.194
H 10.297 15.034 8.903 -0.118 -0.234 -0.365
S 9.077 9.469 9.072 0.470 0.159 -0.921
C 9.675 16.194 12.600 0.161 -0.806 0.249
C 11.676 12.074 9.788 1.206 -3.748 -0.263
H 9.303 15.497 14.618 -0.106 -0.427 -1.009
C 9.408 13.858 13.159 -0.243 -0.669 1.757
C 12.825 8.607 9.174 0.113 0.203 0.189
C 8.328 8.321 7.901 -0.726 -0.075 -1.463
O 13.427 7.349 11.527 0.384 0.074 1.530
C 8.586 8.217 6.488 -0.435 -0.643 1.164
H 9.857 12.428 11.595 -0.346 0.060 0.415
Br 10.807 12.751 7.027 0.436 0.522 1.376
C 16.874 7.435 10.235 0.346 0.000 -0.082
H 5.878 5.936 8.152 0.298 0.581 -0.181
C 10.014 14.446 10.895 0.747 0.132 1.793
H 10.129 16.556 10.584 0.108 0.483 -0.587
H 12.115 7.958 9.698 0.008 -0.107 -0.276
H 6.405 5.666 5.786 0.288 0.296 0.013
H 12.022 12.345 10.815 -0.254 -0.232 -0.978
H 8.181 7.091 4.728 -0.289 0.043 0.089
O 12.443 8.798 7.842 -1.101 1.098 0.485
H 7.012 7.723 9.486 0.241 -0.332 -0.658
C 9.436 15.203 13.552 -0.116 0.404 0.560
C 7.880 7.231 5.763 1.043 0.618 -0.120
H 17.896 7.290 10.561 -0.070 -0.241 0.044
C 15.292 8.051 8.538 0.247 0.487 -0.678
C 7.286 7.537 8.431 0.660 0.938 1.296
```
Forces are in eV/Å.

Summary:
HOMO = -10.7 eV
Molar mass = 577.66 u
Multiplicity = 1
Max |F| = 3.95 eV/A
Charge = +1

Here are the Mulliken charges for atoms 1 to 8, given in e: -0.531 -0.783 -0.419 -0.609 0.087 0.226 0.780 0.778

=====

Entry 2:
A single C3H10N2 molecule in a non-equilibrium geometry, computed with ωB97M-V/def2-TZVPD.

Geometry as XYZ:
```
15
Properties=species:S:1:pos:R:3:forces:R:3
H -0.633 -1.687 -0.368 0.474 -0.178 0.283
H -1.210 0.776 0.816 -0.333 -0.459 0.282
H 1.527 -0.213 -0.126 -0.187 0.154 0.526
C -0.231 0.497 1.217 -0.586 -1.342 -0.465
H -0.489 -1.055 -2.910 0.275 -0.019 -0.370
H -1.376 -0.339 -1.090 0.291 0.125 -0.195
C -0.386 -0.791 -0.935 0.702 1.627 -0.093
H 0.598 -2.025 -2.242 0.182 0.027 -0.036
H -0.270 -0.522 1.676 -0.453 0.946 0.203
H 0.603 1.205 -0.585 -0.059 -0.136 -0.838
C 0.517 0.220 -0.133 -0.438 -0.141 0.784
N 0.271 -1.066 -2.239 -1.010 -0.288 0.356
H 0.687 1.125 2.901 0.273 0.696 -0.098
H 0.364 2.353 1.776 0.366 0.166 0.390
N 0.026 1.522 2.242 0.503 -1.179 -0.729
```
Forces are in eV/Å.

Summary:
HOMO = -9.1 eV
Molar mass = 74.13 u
Multiplicity = 1
SMILES string = NCCCN
Max |F| = 1.77 eV/A

Here are the Mulliken charges for atoms 1 to 8, given in e: 0.345 0.259 0.242 -0.552 0.239 0.361 -0.576 0.230